This record from the OMol25 dataset describes a 2-piece molecular cluster, C5H13N2 overall. The level of theory is ωB97M-V/def2-TZVPD.

Element x y z (Å)
C -0.333 1.361 0.267
C 0.659 -1.239 -0.354
C -0.205 1.881 -1.101
C -1.551 0.635 0.699
C 0.723 -2.222 0.706
N 0.725 -1.729 -1.573
N 0.574 1.578 1.160
H -0.833 2.699 -1.264
H -0.603 1.106 -1.903
H 0.788 2.347 -1.336
H -2.051 0.045 -0.018
H -2.341 1.349 0.942
H -1.718 0.087 1.665
H -0.223 -2.153 1.146
H 1.485 -1.938 1.380
H 0.872 -3.230 0.381
H 1.279 -2.531 -1.811
H 0.632 -1.172 -2.392
H 1.337 2.158 0.971
H 0.393 1.374 2.100

The relative energy (zero: lowest compared OMol25 entry of this formula, charge and spin) comes out at 85.3 kcal/mol. As for the charge: +1. Its lowest unoccupied orbital energy is -3.8 eV. The HOMO energy is -11.82 eV. Its total energy is -8367.1133 eV.

Atomic partial charges in e from the Mulliken method, atoms 1 to 5:
1 C 1.202
2 C 0.088
3 C -1.288
4 C -1.485
5 C -1.065

---

This record from the OMol25 dataset describes a 2-piece molecular cluster, C4H8O2 overall. The level of theory is ωB97M-V/def2-TZVPD.

Element x y z (Å)
C 0.937 0.525 -1.134
C 0.079 0.341 -0.182
C -1.041 0.920 0.490
C -0.959 -0.563 0.199
O -1.703 -1.161 -0.800
H 1.175 -0.294 -1.785
H 1.252 1.518 -1.379
H -1.745 1.395 -0.168
H -0.886 1.301 1.483
H -0.760 -1.137 1.084
H -2.587 -1.315 -0.445
O 2.390 -0.427 0.996
H 2.390 -1.371 0.762
H 1.602 0.153 0.860

The relative energy (zero: lowest compared OMol25 entry of this formula, charge and spin) comes out at 88.2 kcal/mol. As for the charge: 0. The SMILES is C=C1C[C@H]1O.O. Its lowest unoccupied orbital energy is 0.7 eV. The HOMO energy is -9.73 eV. Its total energy is -8369.4585 eV.

Atomic partial charges in e from the Mulliken method, atoms 1 to 5:
1 C -0.536
2 C -0.027
3 C -0.682
4 C 0.046
5 O -0.505